Entry 1:
{"formula": "C42H28F5IrN3O2Sb", "method": "the ωB97M-V functional and the def2-TZVPD basis", "elements": ["Ir", "F", "C", "C", "C", "C", "C", "F", "C", "C", "C", "C", "C", "C", "N", "H", "H", "H", "H", "H", "H", "O", "C", "O", "C", "C", "C", "C", "C", "C", "N", "C", "C", "C", "C", "C", "C", "N", "H", "H", "H", "H", "H", "H", "H", "H", "H", "H", "F", "C", "C", "C", "C", "C", "C", "Sb", "C", "C", "C", "C", "F", "C", "C", "C", "C", "C", "C", "F", "C", "C", "H", "H", "H", "H", "H", "H", "H", "H", "H", "H", "H", "H"], "xyz": [[-0.62492, -0.25637, -0.04740], [2.35957, 0.93479, 4.29061], [1.71931, 0.00768, 3.58921], [1.17866, 0.35658, 2.36099], [0.48800, -0.59278, 1.61907], [0.40351, -1.92538, 2.08361], [0.95013, -2.21607, 3.33463], [0.85116, -3.44385, 3.83922], [1.60434, -1.26940, 4.09992], [-0.31826, -2.87130, 1.22608], [-0.46485, -4.23690, 1.43518], [-1.26000, -4.98265, 0.57838], [-1.89365, -4.35847, -0.48943], [-1.66378, -3.01726, -0.68917], [-0.88515, -2.29617, 0.13138], [1.29412, 1.38148, 2.02428], [2.01565, -1.53335, 5.06488], [0.02495, -4.71209, 2.26729], [-1.39035, -6.04237, 0.75137], [-2.54577, -4.90239, -1.15670], [-2.09742, -2.49789, -1.53445], [1.00636, -3.60298, -6.77120], [0.07094, -2.64640, -6.76093], [-0.54872, -2.38565, -7.75045], [-0.17571, -1.89899, -5.47740], [-0.96515, -0.75300, -5.56348], [-1.28465, -0.01490, -4.44594], [-0.83183, -0.41114, -3.17816], [-0.03357, -1.55799, -3.10139], [0.28543, -2.29423, -4.22654], [-1.12167, 0.28332, -2.00519], [-1.91349, 1.37590, -1.97643], [-2.04000, 2.10940, -0.78960], [-2.78089, 3.30267, -0.70143], [-2.87822, 3.95986, 0.49832], [-2.22687, 3.43048, 1.62736], [-1.52798, 2.25892, 1.50463], [-1.41653, 1.60384, 0.33066], [1.46872, -3.70980, -5.93647], [-1.32268, -0.45959, -6.54162], [-1.89340, 0.86992, -4.56099], [0.34268, -1.86179, -2.13059], [0.88419, -3.19012, -4.10745], [-2.47609, 1.68883, -2.84456], [-3.27834, 3.66925, -1.58948], [-3.46616, 4.86350, 0.58297], [-2.29515, 3.91815, 2.58828], [-1.05284, 1.80495, 2.36347], [6.34326, -3.02625, -3.97390], [5.58101, -2.17853, -3.29828], [4.34212, -2.61117, -2.85202], [3.54382, -1.72910, -2.14734], [3.98089, -0.42656, -1.92336], [5.24507, -0.02077, -2.33762], [6.04907, -0.89923, -3.04432], [2.71412, 0.95272, -0.85855], [4.13521, 2.43260, -0.20920], [4.59612, 3.31705, -1.18233], [5.59675, 4.21804, -0.86377], [6.08748, 4.24285, 0.43372], [7.03542, 5.11642, 0.74167], [5.61293, 3.39245, 1.41858], [4.62501, 2.47967, 1.09064], [1.80936, 2.17707, -2.34806], [1.94542, 1.89070, -3.70242], [1.46804, 2.78760, -4.64276], [0.82774, 3.93529, -4.20385], [0.33414, 4.77820, -5.10333], [0.67198, 4.23161, -2.85670], [1.16735, 3.33996, -1.92475], [4.03936, -3.63283, -3.04040], [2.58853, -2.06008, -1.76157], [5.61658, 0.97146, -2.12233], [7.03330, -0.61092, -3.38773], [4.19297, 3.30542, -2.18755], [5.99556, 4.89916, -1.60332], [6.01422, 3.45052, 2.42111], [4.25196, 1.80465, 1.85104], [2.44567, 0.98482, -4.02686], [1.58142, 2.60758, -5.70356], [0.18540, 5.15166, -2.56067], [1.07771, 3.57011, -0.86797]], "forces_ev_per_a": [[-0.369, -0.065, 0.161], [0.083, 0.068, 0.078], [-0.093, -0.188, -0.206], [0.069, 0.209, 0.014], [-0.155, 0.004, -0.085], [0.074, 0.082, 0.017], [0.007, 0.116, -0.198], [-0.009, -0.061, 0.011], [0.074, -0.020, 0.108], [0.020, -0.178, 0.067], [-0.032, 0.030, -0.019], [-0.002, 0.146, -0.051], [0.064, -0.080, 0.088], [-0.163, -0.060, -0.238], [0.176, 0.352, 0.013], [-0.079, 0.003, 0.041], [-0.005, 0.010, -0.008], [-0.012, 0.023, 0.062], [-0.006, -0.002, 0.002], [0.022, 0.027, -0.041], [0.024, 0.067, 0.069], [0.118, -0.286, -0.210], [-0.230, 0.323, -0.032], [0.112, -0.081, 0.056], [-0.049, -0.039, 0.116], [0.106, -0.114, -0.146], [-0.036, 0.136, 0.367], [0.140, -0.386, -0.645], [-0.031, 0.270, 0.227], [0.014, 0.004, -0.194], [0.084, -0.050, 1.003], [-0.003, 0.087, -0.230], [-0.077, 0.181, 0.055], [-0.011, 0.005, 0.006], [0.037, -0.107, -0.071], [0.037, -0.048, -0.016], [0.075, 0.236, 0.359], [0.086, -0.497, -0.519], [-0.005, 0.113, 0.132], [-0.030, 0.007, 0.018], [0.001, 0.004, -0.067], [0.034, -0.053, -0.064], [0.008, 0.011, 0.049], [0.045, -0.007, -0.022], [0.015, 0.026, 0.015], [0.031, 0.021, -0.019], [0.004, -0.050, 0.021], [-0.004, -0.049, -0.066], [0.071, -0.025, -0.036], [-0.153, 0.137, 0.111], [0.024, -0.132, -0.005], [-0.026, 0.060, -0.031], [-0.578, 0.066, 0.502], [0.023, 0.112, 0.002], [0.054, -0.072, -0.057], [1.083, 0.736, -1.049], [-0.564, -0.432, 0.169], [-0.036, 0.025, -0.057], [0.076, 0.055, 0.029], [-0.153, -0.107, -0.094], [0.050, 0.034, 0.015], [0.012, 0.002, 0.107], [0.052, -0.092, 0.011], [-0.012, -0.461, 0.433], [0.017, -0.169, -0.012], [-0.031, -0.021, -0.116], [-0.017, -0.096, 0.080], [0.036, 0.024, -0.001], [-0.033, 0.085, 0.002], [-0.014, -0.001, 0.069], [0.001, 0.016, 0.001], [-0.019, -0.052, -0.056], [0.006, 0.037, 0.011], [-0.010, 0.006, -0.010], [0.034, 0.027, 0.015], [-0.003, 0.020, 0.024], [0.023, 0.023, -0.017], [0.033, 0.010, 0.028], [-0.042, 0.015, -0.035], [-0.017, 0.014, 0.004], [-0.002, -0.010, -0.027], [-0.035, 0.026, -0.021]], "homo_lumo_gap_ev": [5.85, 4.85], "total_charge": 2, "spin_multiplicity": 5, "de_lowest_kcal_mol": 0.0, "e_homo_ev": [-12.06, -13.82]}


Entry 2:
{"formula": "C42H30BrCl4IN3O7Yb", "method": "the ωB97M-V functional and the def2-TZVPD basis", "elements": ["Yb", "Br", "C", "C", "C", "C", "O", "C", "C", "N", "C", "C", "C", "C", "C", "C", "C", "C", "N", "C", "C", "H", "H", "H", "H", "H", "H", "H", "H", "H", "H", "Cl", "C", "Cl", "Cl", "C", "N", "C", "C", "O", "C", "C", "C", "C", "C", "C", "H", "H", "H", "H", "H", "H", "H", "H", "C", "C", "C", "C", "Cl", "C", "C", "C", "O", "C", "C", "O", "O", "H", "H", "H", "H", "H", "H", "H", "H", "I", "C", "C", "C", "C", "C", "C", "C", "O", "O", "H", "H", "H", "H"], "xyz": [[0.90593, -0.01089, -0.32379], [3.10062, -6.98818, 1.68634], [2.89442, -5.25220, 0.92800], [2.81443, -5.11883, -0.46218], [2.60686, -3.88386, -1.00766], [2.46974, -2.71710, -0.20513], [2.21273, -1.59650, -0.76310], [2.63791, -2.87115, 1.21504], [2.65587, -1.74693, 2.09156], [2.36503, -0.54817, 1.71055], [2.40543, 0.53275, 2.57807], [2.39116, 0.47505, 3.96113], [2.33702, 1.63319, 4.74437], [2.31878, 2.87337, 4.16564], [2.31864, 2.99407, 2.75988], [2.25139, 4.23937, 2.09929], [2.16522, 4.27556, 0.73472], [2.15595, 3.06265, 0.02753], [2.24742, 1.88427, 0.60625], [2.34487, 1.82380, 1.95570], [2.82749, -4.15728, 1.74919], [2.91702, -5.98402, -1.09902], [2.50911, -3.75578, -2.07593], [2.98822, -1.95998, 3.11704], [2.38523, -0.47990, 4.46088], [2.28576, 1.53009, 5.81855], [2.27488, 3.76543, 4.77182], [2.24761, 5.14675, 2.68635], [2.07648, 5.20464, 0.19492], [2.05638, 3.05645, -1.05208], [2.90055, -4.27793, 2.82093], [-0.57705, -4.88427, 2.34417], [-1.20594, -4.43340, 0.74125], [-2.98050, -4.33370, 0.76809], [-0.66162, -5.59538, -0.50086], [-0.67846, -3.14489, 0.39985], [-0.26902, -2.12552, 0.07866], [-3.05479, 0.99940, -2.53054], [-2.07932, 1.45245, -1.48400], [-1.03708, 0.83716, -1.29758], [-2.42818, 2.63326, -0.66142], [-3.70060, 3.21298, -0.66025], [-3.98340, 4.28205, 0.16993], [-3.00692, 4.79014, 1.01351], [-1.74177, 4.22473, 1.01911], [-1.44995, 3.16488, 0.18385], [-2.59296, 0.22045, -3.13109], [-3.35296, 1.82619, -3.17093], [-3.93954, 0.58305, -2.05012], [-4.48013, 2.83139, -1.30120], [-4.96905, 4.72465, 0.16525], [-3.22692, 5.62684, 1.65980], [-0.97882, 4.62304, 1.67045], [-0.45448, 2.73766, 0.16890], [1.04453, -3.39339, -6.29708], [0.25797, -3.08564, -5.06025], [-0.85093, -3.83239, -4.71067], [-1.59149, -3.51554, -3.58096], [-2.98133, -4.45942, -3.16500], [-1.23422, -2.44327, -2.78873], [-0.10122, -1.70800, -3.10780], [0.64896, -2.00326, -4.24310], [1.73824, -1.31538, -4.65059], [2.36557, -0.42021, -3.74773], [1.53392, 0.83383, -3.32490], [0.99577, 1.53060, -4.16282], [1.52528, 1.03992, -2.06105], [0.61981, -4.24307, -6.82591], [2.08210, -3.61447, -6.04697], [1.04907, -2.52493, -6.95491], [-1.14734, -4.66341, -5.33144], [-1.83942, -2.16440, -1.93799], [0.15572, -0.86100, -2.47966], [3.25323, -0.07113, -4.28227], [2.66821, -0.94462, -2.83294], [-3.75624, 4.55400, 5.65956], [-3.01678, 3.06191, 4.35725], [-3.85811, 2.48644, 3.42128], [-3.34990, 1.55399, 2.53426], [-2.00563, 1.22073, 2.57436], [-1.18140, 1.78483, 3.54132], [-1.68449, 2.70135, 4.44086], [-1.36743, 0.37700, 1.51075], [-2.02235, -0.38957, 0.79724], [-0.12037, 0.57461, 1.38142], [-4.89427, 2.77665, 3.36152], [-3.98002, 1.10128, 1.78373], [-0.13936, 1.50696, 3.56161], [-1.03474, 3.14712, 5.17793]], "forces_ev_per_a": [[1.132, 0.082, -0.311], [-0.026, 0.133, -0.060], [0.085, -0.223, 0.244], [0.054, 0.042, 0.222], [-0.057, 0.419, 0.088], [0.467, -1.001, 0.475], [0.383, -0.021, -0.435], [-0.157, -0.312, -0.902], [0.095, 0.609, 0.083], [-0.307, -0.694, -0.240], [-0.013, 0.711, 0.828], [0.040, -0.210, -0.698], [0.040, 0.396, 0.011], [0.009, -0.192, 0.154], [0.124, -0.380, -0.237], [-0.099, -0.063, -0.260], [0.081, 0.026, 0.334], [0.144, -0.111, -0.143], [-0.352, 0.083, -0.269], [0.075, 0.128, 0.700], [0.048, -0.065, -0.188], [-0.050, -0.118, -0.014], [0.001, 0.005, -0.110], [-0.044, 0.139, -0.129], [-0.044, -0.151, 0.042], [0.060, 0.043, 0.075], [0.005, 0.115, 0.061], [-0.024, 0.095, 0.049], [0.043, 0.087, -0.046], [-0.048, -0.077, 0.010], [0.071, -0.015, 0.090], [-0.136, 0.016, -0.235], [-0.383, -1.090, 0.156], [0.303, -0.027, 0.004], [-0.195, 0.219, 0.355], [0.548, 1.195, -0.446], [-0.210, -0.630, 0.355], [0.340, -0.225, -0.073], [-0.139, -0.176, -0.124], [-0.257, 0.296, -0.275], [0.268, 0.269, 0.362], [0.140, -0.172, -0.101], [-0.043, 0.077, 0.052], [0.059, -0.094, -0.062], [0.063, 0.175, -0.046], [0.013, -0.075, -0.259], [0.029, -0.008, -0.039], [-0.056, 0.065, 0.003], [-0.089, 0.043, 0.086], [-0.048, -0.087, -0.087], [-0.069, -0.007, -0.032], [-0.047, 0.049, 0.080], [0.106, 0.010, 0.078], [-0.146, 0.079, 0.065], [0.035, 0.069, 0.059], [0.171, 0.265, 0.093], [0.021, 0.088, 0.106], [0.182, 0.288, 0.037], [-0.259, -0.157, 0.021], [-0.083, -0.140, -0.151], [0.184, 0.175, -0.081], [-0.356, -0.266, 0.175], [-0.087, 0.007, -0.218], [0.084, 0.315, 0.486], [0.143, -0.309, -1.329], [-0.035, -0.101, 0.012], [0.318, 0.329, 0.491], [-0.020, -0.028, -0.036], [0.053, 0.011, -0.042], [0.062, -0.011, -0.091], [-0.048, -0.113, -0.059], [-0.017, -0.013, 0.029], [-0.149, -0.256, -0.514], [-0.127, 0.020, 0.114], [-0.045, -0.014, -0.303], [0.100, -0.285, -0.251], [-0.230, 0.340, 0.277], [-0.116, 0.037, 0.023], [0.135, -0.183, -0.015], [0.138, 0.040, 0.132], [-0.113, -0.090, -0.123], [0.104, 0.098, 0.140], [-1.512, -0.486, -0.030], [-0.352, 0.470, 0.661], [0.122, 0.405, 1.072], [-0.136, 0.048, 0.036], [-0.069, -0.031, -0.084], [0.087, 0.043, 0.015], [0.031, 0.053, 0.106]], "homo_lumo_gap_ev": [7.05, 7.05], "spin_multiplicity": 2, "de_lowest_kcal_mol": 10.8, "e_homo_ev": [-7.96, -7.96]}


Which formula does entry 2 have? C42H30BrCl4IN3O7Yb